{
  "formula": "C5H9NO",
  "method": "ωB97M-V with the def2-TZVPD basis set",
  "elements": ["C", "C", "C", "C", "C", "N", "O", "H", "H", "H", "H", "H", "H", "H", "H", "H"],
  "xyz": [[0.303, -0.379, 0.786], [1.470, 0.300, 1.394], [-1.888, -0.438, -0.465], [-0.535, 0.222, -0.263], [0.623, -0.488, -1.285], [-0.493, 1.599, -0.244], [0.291, -1.243, -2.158], [-0.145, -1.190, 1.358], [0.097, 1.971, -0.994], [1.614, -0.003, -1.290], [1.986, 0.945, 0.680], [2.164, -0.432, 1.818], [1.146, 0.957, 2.209], [-2.307, -0.104, -1.411], [-2.539, -0.192, 0.374], [-1.789, -1.525, -0.510]],
  "forces_ev_per_angstrom": [[-0.9, -0.1, 0.8], [0.1, 0.0, 0.1], [0.2, 0.0, -0.1], [2.4, -2.4, -0.8], [-1.9, 1.5, -0.3], [-0.1, 1.4, 0.2], [0.1, -0.8, 0.1], [0.2, -0.1, -0.2], [-0.2, 0.0, -0.1], [0.0, 0.0, 0.4], [0.1, 0.0, 0.0], [0.0, 0.1, -0.1], [0.0, 0.0, 0.0], [-0.2, 0.0, 0.1], [-0.1, 0.2, -0.1], [0.2, 0.2, 0.0]],
  "nbo_charge": [-0.067, -0.674, -0.600, -0.072, 0.360, -0.425, -0.529, 0.203, 0.316, 0.123, 0.215, 0.225, 0.241, 0.228, 0.223, 0.232],
  "mol_weight_g_mol": 99.13,
  "charge": 0,
  "max_force_ev_per_a": 3.46,
  "gap_ha": [0.2442, 0.3151],
  "multiplicity": 1,
  "e_above_lowest_kcal_mol": 120.9
}